{
  "formula": "C14H31IN3O4S",
  "method": "wB97M-V/def2-TZVPD",
  "total_charge": 1,
  "e_homo_ha": -0.3924,
  "orbital_gap_ev": 7.36,
  "symbols": ["I", "S", "O", "O", "O", "O", "N", "N", "N", "C", "C", "C", "C", "C", "C", "C", "C", "C", "C", "C", "C", "C", "C", "H", "H", "H", "H", "H", "H", "H", "H", "H", "H", "H", "H", "H", "H", "H", "H", "H", "H", "H", "H", "H", "H", "H", "H", "H", "H", "H", "H", "H", "H", "H"],
  "xyz": [[-0.70, 0.78, -2.40], [-2.71, 4.36, 1.24], [-1.63, -1.89, 0.33], [2.63, 4.60, 0.66], [4.78, 4.11, 0.66], [1.10, -5.52, -0.08], [-0.36, 2.99, 1.33], [-0.78, 3.57, -1.52], [-1.82, -4.96, -0.45], [0.78, 5.31, -0.68], [-2.75, -3.86, -0.69], [-0.30, -2.29, 0.62], [-1.20, 2.31, -0.96], [3.40, 2.35, 1.32], [-0.60, 4.66, -0.56], [-0.93, 4.31, 0.88], [-2.19, -2.45, -0.86], [3.72, 3.74, 0.84], [-0.47, 1.88, 0.31], [-0.83, -5.17, -1.51], [0.94, -6.06, 1.22], [1.93, 4.31, -0.55], [0.27, -6.11, -1.07], [-0.35, -4.23, -1.81], [0.01, -5.73, 1.69], [-1.33, -5.59, -2.39], [-0.48, 5.07, 1.49], [-2.67, 4.69, 2.54], [0.61, 3.10, 1.65], [-3.34, -4.10, -1.58], [0.49, 1.47, 0.08], [1.77, -5.70, 1.83], [0.01, 3.46, -2.14], [0.16, -1.49, 1.20], [-1.47, -2.38, -1.68], [-2.27, 2.28, -0.85], [1.61, 3.27, -0.61], [-1.05, 1.09, 0.76], [-0.14, -7.07, -0.72], [4.33, 1.90, 1.62], [2.61, 4.47, -1.39], [2.76, 2.36, 2.20], [0.29, -2.45, -0.28], [0.98, -7.15, 1.21], [-0.91, 2.71, 2.15], [0.88, 6.04, 0.11], [0.91, -6.32, -1.93], [-3.44, -3.84, 0.15], [-3.02, -1.80, -1.12], [-1.30, 5.44, -0.84], [-1.34, -4.79, 0.42], [0.81, 5.77, -1.65], [-0.29, -3.19, 1.24], [2.92, 1.77, 0.55]],
  "nbo_charge": [0.179, 0.033, -0.564, -0.568, -0.468, -0.557, -0.534, -0.656, -0.617, -0.428, -0.253, -0.245, -0.153, -0.743, -0.078, -0.192, -0.085, 0.800, -0.304, -0.243, -0.244, -0.098, -0.071, 0.159, 0.153, 0.199, 0.256, 0.152, 0.449, 0.199, 0.239, 0.193, 0.388, 0.164, 0.161, 0.227, 0.154, 0.258, 0.182, 0.268, 0.209, 0.212, 0.180, 0.180, 0.450, 0.242, 0.190, 0.208, 0.191, 0.234, 0.349, 0.241, 0.175, 0.226]
}

=====

{
  "formula": "C2H8N2O",
  "method": "wB97M-V/def2-TZVPD",
  "total_charge": 0,
  "e_homo_ha": -0.3311,
  "smiles": "[H]/N=C\\NC.O",
  "orbital_gap_ev": 9.92,
  "symbols": ["O", "N", "N", "C", "C", "H", "H", "H", "H", "H", "H", "H", "H"],
  "xyz": [[-0.98, 1.07, -1.97], [-0.19, -0.26, 0.58], [1.13, 1.73, 0.64], [0.00, -1.74, 0.44], [0.93, 0.47, 0.41], [0.66, -1.91, -0.41], [0.42, 2.02, 1.33], [1.89, -0.10, 0.38], [-1.78, 1.61, -1.96], [-1.03, 0.21, 0.26], [-0.77, -2.44, 0.06], [-0.39, 1.34, -1.26], [0.13, -1.99, 1.49]],
  "nbo_charge": [-0.956, -0.628, -0.748, -0.456, 0.272, 0.221, 0.331, 0.166, 0.474, 0.405, 0.223, 0.479, 0.219]
}

=====

{
  "formula": "C27H31N10O2STi",
  "method": "wB97M-V/def2-TZVPD",
  "total_charge": 1,
  "e_homo_ha": [-0.3182, -0.3947],
  "multiplicity": 3,
  "s_squared": 2.0171,
  "orbital_gap_ev": [6.11, 7.63],
  "symbols": ["Ti", "S", "O", "O", "N", "N", "N", "N", "N", "N", "N", "N", "N", "N", "C", "C", "C", "C", "C", "C", "C", "C", "C", "C", "C", "C", "C", "C", "C", "C", "C", "C", "C", "C", "C", "C", "C", "C", "C", "C", "C", "H", "H", "H", "H", "H", "H", "H", "H", "H", "H", "H", "H", "H", "H", "H", "H", "H", "H", "H", "H", "H", "H", "H", "H", "H", "H", "H", "H", "H", "H", "H"],
  "xyz": [[-0.26, -0.05, 0.03], [-2.99, 0.35, -1.41], [-0.09, -0.63, -1.83], [-2.35, 0.05, -0.03], [4.07, 0.52, -0.04], [-0.87, -4.32, 0.86], [1.77, -1.56, -2.72], [1.98, -0.09, 0.16], [-0.22, 2.07, 0.16], [-2.31, 0.24, -4.39], [-0.42, -2.03, 0.85], [-0.59, -0.83, 2.87], [1.61, -1.34, -6.12], [-0.36, 0.23, 2.01], [-5.09, 3.65, -0.27], [-4.42, 1.35, -1.03], [-0.56, -3.17, 0.26], [-1.63, -5.59, 4.23], [-5.39, -1.88, -0.12], [0.89, -1.00, -5.28], [-1.18, -3.22, 4.35], [-1.51, -4.41, 4.97], [-0.49, 2.49, 1.44], [-4.09, -2.18, -0.85], [-1.42, -5.58, 2.86], [2.79, 0.84, -0.29], [-1.08, -4.37, 2.25], [-3.72, -1.19, -1.96], [-0.56, 1.49, 2.44], [-0.72, 4.76, 0.67], [4.08, -0.68, 0.62], [-0.42, 4.32, -0.63], [-3.99, 2.61, -0.29], [2.78, -1.05, 0.74], [-0.63, -1.95, 2.26], [-1.24, -0.16, -4.31], [0.08, -0.67, -4.16], [-0.76, 3.85, 1.70], [0.59, -0.94, -2.90], [-0.96, -3.19, 2.97], [-0.19, 2.98, -0.83], [-4.79, 4.53, 0.30], [2.49, 1.75, -0.79], [5.00, -1.15, 0.94], [-4.85, 1.60, -2.01], [-6.00, 3.27, 0.18], [2.18, -1.54, -1.80], [4.87, 1.08, -0.29], [-0.92, 5.80, 0.86], [-0.99, 4.16, 2.71], [-4.15, -3.16, -1.33], [-5.14, 0.76, -0.47], [-1.51, -6.48, 2.28], [-0.95, -5.15, 0.31], [2.37, -1.92, 1.22], [0.01, 2.59, -1.82], [-2.97, -1.62, -2.63], [-5.73, -2.76, 0.44], [-0.42, -3.22, -0.82], [-0.81, 1.69, 3.47], [2.36, -1.78, -3.51], [-6.20, -1.61, -0.81], [-1.68, -4.43, 6.04], [-3.27, -2.22, -0.13], [-3.71, 2.33, 0.73], [-0.39, 5.00, -1.47], [-1.09, -2.31, 4.91], [-3.08, 3.02, -0.75], [-5.33, 3.99, -1.28], [-1.89, -6.51, 4.72], [-4.57, -0.90, -2.58], [-5.28, -1.08, 0.60]],
  "lowdin_spin": [0.989, 0.004, 0.000, 0.024, 0.001, 0.023, 0.000, 0.015, 0.118, 0.000, 0.006, -0.032, 0.000, 0.154, 0.000, 0.001, 0.022, 0.013, 0.000, 0.000, 0.010, 0.001, 0.093, 0.000, 0.000, 0.005, 0.011, 0.001, 0.246, 0.051, 0.000, 0.083, 0.000, 0.004, 0.057, 0.000, 0.000, 0.051, 0.000, 0.003, 0.025, 0.000, 0.000, 0.000, 0.000, 0.000, 0.000, 0.000, 0.001, 0.000, 0.000, 0.000, 0.000, 0.000, 0.000, 0.000, 0.000, 0.000, 0.000, 0.013, 0.000, 0.000, 0.000, 0.000, 0.000, 0.004, 0.000, 0.000, 0.000, 0.001, 0.000, 0.000]
}

=====

{
  "formula": "C5H13NS",
  "method": "wB97M-V/def2-TZVPD",
  "total_charge": 0,
  "e_homo_ha": -0.2983,
  "orbital_gap_ev": 8.93,
  "symbols": ["S", "N", "C", "C", "C", "C", "C", "H", "H", "H", "H", "H", "H", "H", "H", "H", "H", "H", "H", "H"],
  "xyz": [[-1.43, -0.30, -0.60], [-1.78, -1.42, 0.37], [0.91, 0.97, -0.99], [1.12, -1.46, -0.91], [-1.97, 1.30, 0.44], [0.39, -0.26, -0.31], [0.53, -0.26, 1.19], [1.02, -2.27, -0.30], [2.17, -1.22, -0.98], [1.95, 1.00, -0.81], [-1.58, 1.40, 1.44], [0.74, 0.83, -2.06], [-2.65, -1.89, 0.16], [-1.87, 2.21, -0.12], [0.76, -1.64, -1.89], [-0.26, 0.29, 1.80], [1.43, 0.11, 1.45], [-3.05, 1.09, 0.52], [0.48, 1.83, -0.68], [0.46, -1.32, 1.55]],
  "nbo_charge": [1.068, -1.209, -0.616, -0.599, -0.791, -0.165, -0.628, 0.222, 0.210, 0.211, 0.216, 0.209, 0.366, 0.204, 0.212, 0.224, 0.202, 0.220, 0.210, 0.236]
}

=====

{
  "formula": "C38H62GeN3O3SSiTi",
  "method": "wB97M-V/def2-TZVPD",
  "total_charge": 0,
  "e_homo_ha": [-0.2395, -0.2366],
  "multiplicity": 2,
  "s_squared": 0.7607,
  "orbital_gap_ev": [6.03, 5.98],
  "symbols": ["Ge", "Ti", "S", "Si", "O", "O", "O", "N", "N", "N", "C", "C", "C", "C", "C", "C", "C", "C", "C", "C", "C", "C", "C", "C", "C", "C", "C", "C", "C", "C", "C", "C", "C", "C", "C", "C", "C", "C", "C", "C", "C", "C", "C", "C", "C", "C", "C", "C", "H", "H", "H", "H", "H", "H", "H", "H", "H", "H", "H", "H", "H", "H", "H", "H", "H", "H", "H", "H", "H", "H", "H", "H", "H", "H", "H", "H", "H", "H", "H", "H", "H", "H", "H", "H", "H", "H", "H", "H", "H", "H", "H", "H", "H", "H", "H", "H", "H", "H", "H", "H", "H", "H", "H", "H", "H", "H", "H", "H", "H", "H"],
  "xyz": [[-2.47, -0.61, 2.48], [0.11, -0.59, 0.55], [0.97, -5.12, 0.43], [0.25, -0.61, -2.44], [-2.63, 0.99, 1.64], [-0.48, -0.71, 2.59], [-2.09, -1.43, 0.79], [0.69, -2.63, 0.52], [2.35, -0.57, 0.89], [4.21, -1.69, 0.46], [2.35, -4.17, 0.19], [-0.52, 0.91, -3.43], [-0.80, -1.20, 4.98], [1.08, 2.76, 0.17], [0.18, -0.99, 3.84], [0.53, 1.57, -4.34], [0.64, 4.05, 0.48], [-4.52, -1.88, 0.77], [-3.33, 3.18, 1.11], [-4.58, 1.85, 2.82], [0.05, -2.22, -3.59], [1.34, 5.19, 0.10], [4.75, 1.99, 2.13], [-2.94, -3.21, -0.57], [2.99, 3.80, -0.93], [5.93, 1.30, 1.80], [-3.20, 2.15, 2.23], [-2.26, 2.68, 3.32], [2.27, 2.68, -0.54], [2.87, -1.69, 0.46], [3.51, 1.47, 1.86], [2.53, 5.07, -0.61], [0.76, -3.37, -2.89], [4.62, -0.47, 0.97], [2.03, -2.87, 0.31], [-3.22, -1.82, -0.03], [-1.73, 0.57, -4.31], [0.70, -2.07, -4.97], [-1.40, -2.67, -3.86], [0.25, 1.58, 0.62], [3.44, 0.22, 1.26], [-3.36, -0.80, -1.14], [1.03, -2.25, 3.69], [1.07, 0.20, 4.17], [0.03, -3.73, 0.65], [5.89, 0.05, 1.21], [2.15, -0.36, -2.68], [-0.98, 1.97, -2.43], [3.08, 5.95, -0.91], [-3.84, 4.07, 1.47], [1.36, 1.98, -3.77], [2.45, 0.64, -2.39], [-1.39, -3.68, -4.29], [-0.24, -1.38, 5.90], [1.51, -2.49, 4.65], [-0.29, 4.16, 1.03], [-1.37, 2.84, -2.97], [-3.68, -3.48, -1.33], [2.61, 2.02, 2.11], [-1.44, -0.33, 5.13], [0.06, 2.40, -4.88], [4.80, -2.45, 0.18], [0.25, -3.64, -1.97], [0.55, -3.00, -5.55], [0.46, 1.11, 4.24], [-1.44, 0.00, -5.20], [1.78, -1.90, -4.92], [-3.56, 0.19, -0.71], [3.91, 3.69, -1.49], [3.33, -4.61, 0.03], [-1.95, -3.27, -1.02], [-4.15, -1.06, -1.84], [4.83, 2.96, 2.60], [0.95, 6.17, 0.36], [2.65, 1.70, -0.80], [2.45, -0.49, -3.72], [-3.91, 2.75, 0.29], [1.58, 0.04, 5.13], [1.82, 0.34, 3.40], [0.26, -1.26, -5.55], [-1.25, 2.77, 2.92], [-2.01, -2.69, -2.96], [-2.59, 3.65, 3.69], [-1.90, -2.02, -4.58], [-1.03, -3.76, 0.85], [-0.80, 1.83, 0.48], [-2.51, 0.02, -3.79], [-5.31, -2.26, 0.12], [-2.35, 3.47, 0.72], [-2.23, 1.98, 4.17], [-1.77, 1.60, -1.77], [-0.16, 2.32, -1.80], [-4.83, -0.89, 1.12], [2.73, -1.07, -2.08], [-2.17, 1.51, -4.67], [6.79, -0.50, 0.96], [6.89, 1.75, 2.01], [1.82, -2.11, 2.95], [-5.24, 1.46, 2.04], [1.80, -3.13, -2.66], [0.76, -4.27, -3.53], [-4.51, 1.11, 3.62], [0.94, 0.88, -5.08], [0.36, 1.52, 1.73], [-3.01, -3.96, 0.24], [-5.03, 2.76, 3.22], [-2.41, -0.73, -1.68], [-1.46, -2.06, 4.81], [-4.44, -2.55, 1.63], [0.41, -3.10, 3.40]],
  "lowdin_spin": [0.004, 0.982, 0.004, -0.016, 0.001, 0.013, 0.002, 0.005, 0.004, 0.006, 0.000, -0.004, 0.000, -0.004, 0.004, -0.001, -0.001, 0.000, 0.000, 0.000, -0.005, 0.000, 0.001, 0.000, 0.000, -0.001, 0.000, 0.000, 0.000, 0.014, 0.000, 0.000, 0.000, 0.000, 0.005, 0.001, 0.000, -0.001, 0.000, -0.029, 0.001, 0.000, 0.001, 0.000, 0.015, 0.001, 0.001, 0.000, 0.000, 0.000, 0.000, 0.000, 0.000, 0.000, 0.000, 0.000, 0.000, 0.000, 0.000, 0.000, 0.000, 0.000, 0.000, 0.000, 0.000, 0.000, 0.000, 0.000, 0.000, 0.000, 0.000, 0.000, 0.000, 0.000, 0.000, 0.000, 0.000, 0.000, 0.000, 0.000, 0.000, 0.000, 0.000, 0.000, 0.001, -0.002, 0.000, 0.000, 0.000, 0.000, 0.000, 0.000, 0.000, 0.000, 0.000, 0.000, 0.000, 0.000, 0.000, 0.000, 0.000, 0.000, 0.000, -0.001, 0.000, 0.000, -0.001, 0.000, 0.000, 0.000]
}

=====

{
  "formula": "C5H13NO",
  "method": "wB97M-V/def2-TZVPD",
  "total_charge": 0,
  "e_homo_ha": -0.2671,
  "smiles": "CC(C)=C(C)N.O",
  "orbital_gap_ev": 8.21,
  "symbols": ["O", "N", "C", "C", "C", "C", "C", "H", "H", "H", "H", "H", "H", "H", "H", "H", "H", "H", "H", "H"],
  "xyz": [[-3.46, 3.21, 2.50], [1.17, -2.50, -0.75], [1.20, -1.14, -0.43], [-0.94, -0.52, -1.64], [-0.08, 0.83, 0.35], [2.51, -0.69, 0.13], [0.19, -0.28, -0.67], [-1.04, 0.78, 0.87], [0.66, -2.74, -1.58], [-3.67, 3.11, 3.42], [-0.64, -0.05, -2.60], [-1.94, -0.25, -1.30], [-0.05, 1.83, -0.08], [2.79, -1.08, 1.12], [-1.08, -1.62, -1.75], [2.06, -2.95, -0.61], [-4.26, 3.61, 2.15], [3.38, -0.86, -0.51], [0.68, 0.89, 1.14], [2.52, 0.40, 0.25]],
  "nbo_charge": [-0.929, -0.823, 0.182, -0.639, -0.625, -0.659, -0.100, 0.217, 0.381, 0.464, 0.219, 0.217, 0.198, 0.209, 0.198, 0.373, 0.465, 0.217, 0.205, 0.227]
}

=====

{
  "formula": "H4NO3PS",
  "method": "wB97M-V/def2-TZVPD",
  "total_charge": 0,
  "e_homo_ha": [-0.3341, -0.3340],
  "orbital_gap_ev": [7.26, 7.26],
  "symbols": ["S", "P", "O", "O", "O", "N", "H", "H", "H", "H"],
  "xyz": [[1.83, -0.78, -1.36], [-1.44, 0.39, -0.26], [-1.50, 1.29, 1.03], [-2.50, -0.52, -0.64], [-2.34, 1.00, 2.01], [1.65, -0.46, 0.33], [2.52, -0.61, 0.91], [1.17, -2.08, -1.46], [-0.70, 1.18, -1.06], [1.31, 0.59, 0.49]],
  "nbo_charge": [0.124, 1.822, -0.441, -0.935, -0.410, -1.009, 0.392, 0.127, -0.048, 0.378]
}

=====

{
  "formula": "C5H13N2",
  "method": "wB97M-V/def2-TZVPD",
  "total_charge": 1,
  "e_homo_ha": -0.5417,
  "smiles": "CCCC/[NH+]=C\\N",
  "orbital_gap_ev": 11.19,
  "symbols": ["N", "N", "C", "C", "C", "C", "C", "H", "H", "H", "H", "H", "H", "H", "H", "H", "H", "H", "H", "H"],
  "xyz": [[0.54, 1.14, -0.44], [-0.91, 2.95, 0.23], [0.34, -2.02, -1.35], [0.39, 0.41, 0.94], [-0.02, 2.34, -0.53], [-0.42, -0.90, 0.94], [0.26, -2.12, 0.17], [1.40, 0.23, 1.32], [-0.98, 3.96, 0.38], [-0.49, -1.19, 2.00], [0.86, 0.77, -1.35], [-1.24, 2.34, 0.99], [1.03, -2.75, -1.73], [-0.65, -2.22, -1.76], [-1.44, -0.88, 0.49], [-0.29, 1.08, 1.59], [-0.41, -2.99, 0.52], [0.28, 3.02, -1.32], [0.50, -1.00, -1.79], [1.25, -2.15, 0.69]],
  "nbo_charge": [-0.531, -0.713, -0.610, -0.213, 0.402, -0.425, -0.397, 0.244, 0.454, 0.238, 0.455, 0.405, 0.242, 0.223, 0.218, 0.198, 0.233, 0.217, 0.161, 0.201]
}

=====

The following calculated total energy values (in eV) correspond, in order, to the records above: -46608.045 -7229.697 -81446.724 -17718.635 -149372.089 -8932.359 -27815.545 -8368.794.